Entry from OMol25: a 4-piece molecular cluster, C36H55Br2F5IN3O15P overall in a non-equilibrium geometry (ωB97M-V with the def2-TZVPD basis set).

Last column: Löwdin charge in e.
Positions of all 118 atoms, in Å:
C1 5.44 0.46 4.50  -0.078
C2 4.33 1.62 4.54  -0.248
O1 3.03 1.19 3.99  -0.212
C3 2.30 2.42 3.82  -0.196
C4 0.73 2.17 3.41  -0.218
O2 0.37 2.34 2.08  -0.176
C5 -0.17 1.49 1.16  -0.590
I1 0.51 -0.57 1.76  1.235
C6 -1.80 1.39 1.29  -0.147
C7 -2.42 1.53 2.75  -0.202
F1 -1.93 0.58 3.71  0.027
F2 -3.85 1.24 2.78  0.026
C8 -2.47 3.05 3.36  -0.141
F3 -1.81 4.03 2.59  -0.006
F4 -2.10 3.02 4.75  0.009
N1 -2.16 0.25 0.45  -0.059
C9 -2.98 -0.82 0.94  -0.362
O3 -2.58 -1.91 1.46  0.031
N2 -4.47 -0.81 0.81  0.164
C10 -5.10 -1.64 1.84  -0.338
O4 -5.61 -1.12 2.85  0.128
F5 -5.22 -3.06 1.69  0.058
C11 -1.97 0.41 -1.02  -0.274
C12 -2.08 -1.09 -1.67  -0.090
C13 -3.52 -1.59 -2.14  -0.183
C14 -3.72 -3.15 -1.67  -0.149
C15 -5.31 -3.38 -1.58  -0.245
O5 -5.85 -3.47 -2.95  -0.116
C16 -3.12 1.35 -1.55  -0.090
C17 -3.42 1.49 -3.10  -0.178
O6 -2.84 2.69 -3.69  -0.125
C18 -3.03 2.71 -5.10  -0.224
O7 -2.30 1.99 -5.82  0.044
C19 -0.42 0.87 -1.30  -0.221
C20 -0.04 1.01 -2.85  -0.091
C21 0.93 -0.21 -3.39  -0.212
O8 1.21 -0.16 -4.62  0.007
N3 0.26 1.80 -0.29  -0.302
C22 0.41 3.22 -0.65  -0.600
Br1 -1.23 4.42 -0.59  0.838
C23 1.49 4.19 0.05  -0.301
C24 1.48 5.61 -0.78  -0.167
P1 2.00 1.09 -0.34  0.735
O9 2.97 1.54 0.96  -0.357
Br2 3.23 2.02 -2.06  0.456
H1 6.01 0.50 5.50  0.081
H2 4.89 -0.54 4.37  0.093
H3 6.15 0.69 3.62  0.092
H4 4.67 2.55 3.94  0.120
H5 4.15 2.00 5.62  0.128
H6 2.72 3.10 2.99  0.120
H7 2.38 3.00 4.82  0.141
H8 0.44 1.27 4.04  0.116
H9 0.25 3.06 3.99  0.143
H10 -2.30 2.33 0.81  0.118
H11 -3.56 3.45 3.42  0.191
H12 -4.84 0.15 0.78  0.131
H13 -1.51 -1.87 -1.03  0.139
H14 -1.49 -1.16 -2.67  0.128
H15 -4.43 -1.04 -1.77  0.089
H16 -3.63 -1.64 -3.29  0.123
H17 -3.26 -3.37 -0.65  0.101
H18 -3.25 -3.86 -2.46  0.131
H19 -5.80 -2.50 -1.03  0.107
H20 -5.58 -4.33 -1.00  0.125
H21 -6.49 -2.72 -3.05  0.093
H22 -4.11 0.95 -1.08  0.119
H23 -3.11 2.44 -1.16  0.085
H24 -4.57 1.57 -3.23  0.141
H25 -3.10 0.59 -3.73  0.121
H26 -3.84 3.43 -5.51  0.175
H27 0.08 -0.17 -1.09  0.081
H28 -0.93 0.86 -3.57  0.123
H29 0.49 1.93 -3.22  0.096
H30 1.31 -1.04 -2.70  0.107
H31 0.67 3.39 -1.76  0.078
H32 2.57 3.88 0.04  0.055
H33 1.21 4.53 1.12  0.121
H34 0.88 6.42 -0.23  0.077
H35 2.57 6.00 -0.79  0.093
H36 1.18 5.48 -1.88  0.074
H37 3.76 2.08 0.72  0.068
O10 7.31 -1.18 5.47  0.073
C25 6.89 -2.16 6.03  -0.473
O11 6.29 -3.20 5.40  0.022
C26 5.81 -4.14 6.37  -0.163
C27 6.64 -3.89 7.60  -0.162
C28 6.91 -2.40 7.52  -0.076
H38 4.75 -3.96 6.54  0.129
H39 5.94 -5.16 5.99  0.128
H40 6.14 -4.19 8.52  0.122
H41 7.59 -4.44 7.53  0.124
H42 6.11 -1.82 7.98  0.137
H43 7.88 -2.14 7.95  0.132
O12 2.92 -1.49 -1.57  0.013
C29 3.90 -1.98 -1.06  -0.456
O13 4.44 -1.56 0.12  0.018
C30 5.65 -2.28 0.37  -0.147
C31 5.54 -3.55 -0.44  -0.154
C32 4.73 -3.09 -1.64  -0.068
H44 6.50 -1.66 0.07  0.134
H45 5.74 -2.49 1.44  0.132
H46 6.51 -3.97 -0.70  0.126
H47 4.98 -4.30 0.12  0.125
H48 5.37 -2.69 -2.43  0.142
H49 4.10 -3.90 -2.02  0.135
O14 -5.85 1.18 -5.38  0.091
C33 -5.74 0.18 -6.05  -0.468
O15 -6.17 -1.05 -5.66  0.022
C34 -5.79 -2.02 -6.64  -0.159
C35 -5.58 -1.24 -7.91  -0.157
C36 -5.08 0.09 -7.40  -0.078
H50 -4.88 -2.52 -6.30  0.129
H51 -6.58 -2.77 -6.74  0.132
H52 -4.89 -1.73 -8.61  0.123
H53 -6.53 -1.10 -8.43  0.125
H54 -3.99 0.10 -7.26  0.129
H55 -5.39 0.91 -8.04  0.134

## Properties
* total charge: +1
* energy relative to the best compared isomer or geometry (same formula, charge and spin): 204.9 kcal per mole
* orbital gap: 8.38 eV



Entry from OMol25: a 4-piece molecular cluster, C8H25NO6 overall in a non-equilibrium geometry (ωB97M-V with the def2-TZVPD basis set).

Last column: Mulliken spin population.
Positions of all 40 atoms, in Å:
C1 -4.19 -3.71 5.38  0.002
C2 -3.46 -2.83 4.35  0.086
C3 -4.32 -2.21 3.29  0.075
O1 -5.15 -3.20 2.71  0.457
C4 -4.49 -4.03 1.71  0.011
N1 -2.78 -1.79 5.11  0.250
H1 -4.12 -4.74 5.04  0.002
H2 -5.21 -3.38 5.58  0.002
H3 -3.83 -3.67 6.41  0.001
H4 -2.73 -3.43 3.82  0.036
H5 -3.77 -1.74 2.48  -0.002
H6 -5.02 -1.50 3.72  0.011
H7 -4.02 -3.51 0.88  0.018
H8 -5.05 -4.90 1.36  0.001
H9 -3.60 -4.44 2.20  0.042
H10 -3.45 -1.50 5.80  0.003
H11 -2.81 -1.03 4.45  -0.002
C5 -0.82 1.09 3.27  0.000
C6 0.24 0.15 3.88  0.001
O2 -0.17 -0.15 5.15  0.008
O3 -2.15 0.59 3.14  0.004
H12 -0.56 1.25 2.23  0.000
H13 -0.78 2.08 3.72  0.000
H14 1.25 0.56 3.86  0.001
H15 0.29 -0.74 3.26  0.000
H16 -1.01 -0.61 5.12  -0.007
H17 -2.77 1.21 3.54  0.000
C7 0.24 -1.25 0.28  0.000
C8 -0.66 -2.34 -0.33  0.000
O4 -1.64 -2.83 0.60  0.000
O5 1.25 -1.77 1.20  0.000
H18 -0.31 -0.35 0.57  0.000
H19 0.85 -1.00 -0.59  0.000
H20 -0.14 -3.13 -0.88  0.000
H21 -1.23 -1.91 -1.16  0.000
H22 -1.33 -3.39 1.32  0.000
H23 2.02 -1.87 0.63  0.000
O6 -3.73 0.40 0.34  0.001
H24 -3.52 0.58 1.26  0.000
H25 -3.04 -0.21 0.06  0.000

## Properties
* 2S+1: 2
* total charge: +1
* orbital gap (alpha / beta): 10.21 / 4.03 eV



Entry from OMol25: C21H24F9N2O8PS2 as an isolated structure (ωB97M-V with the def2-TZVPD basis set).

Last column: Löwdin charge in e.
Positions of all 67 atoms, in Å:
C1 -0.64 5.04 1.63  0.029
C2 0.72 4.51 1.97  -0.522
O1 1.08 4.26 3.08  0.131
O2 1.59 4.40 0.92  -0.005
C3 1.11 3.87 -0.31  -0.121
C4 0.34 2.59 -0.20  -0.149
C5 -0.80 2.40 -0.91  -0.015
C6 -1.55 1.19 -0.85  -0.063
C7 -1.17 0.16 -0.05  -0.372
P1 -2.11 -1.36 0.13  0.356
S1 -2.88 -1.69 1.89  0.134
C8 0.04 0.31 0.69  -0.365
N1 0.60 -0.60 1.48  -0.217
S2 1.94 0.06 2.04  1.060
N2 1.90 1.49 1.34  -0.185
C9 0.79 1.51 0.60  -0.297
H1 -1.12 5.29 2.57  0.095
H2 -0.59 5.92 1.00  0.082
H3 -1.25 4.28 1.14  0.082
H4 2.01 3.68 -0.90  0.143
H5 0.53 4.61 -0.85  0.110
H6 -1.16 3.20 -1.54  0.110
H7 -2.44 1.11 -1.44  0.107
H8 -3.06 -1.27 -0.90  -0.014
H9 -1.18 -2.31 -0.30  -0.017
C10 1.96 -3.73 1.96  -0.054
C11 3.18 -3.46 1.11  -0.193
O3 3.93 -4.66 0.82  0.039
C12 3.46 -5.46 -0.11  -0.411
O4 2.47 -5.32 -0.77  0.167
C13 4.43 -6.65 -0.31  -0.557
F1 4.73 -7.22 0.86  0.170
F2 5.56 -6.22 -0.88  0.171
F3 3.88 -7.56 -1.10  0.170
H10 2.24 -4.24 2.89  0.090
H11 1.47 -2.80 2.21  0.035
H12 1.24 -4.37 1.45  0.075
H13 3.88 -2.82 1.63  0.119
H14 2.92 -2.98 0.17  0.124
C14 -1.16 -9.76 0.71  -0.057
C15 -0.56 -8.63 -0.10  -0.190
O5 -1.52 -7.58 -0.33  0.037
C16 -1.73 -6.76 0.67  -0.408
O6 -1.21 -6.76 1.75  0.169
C17 -2.80 -5.72 0.26  -0.556
F4 -3.84 -6.31 -0.31  0.169
F5 -2.26 -4.86 -0.63  0.139
F6 -3.21 -5.03 1.31  0.158
H15 -2.05 -10.15 0.21  0.084
H16 -0.44 -10.57 0.80  0.083
H17 -1.45 -9.43 1.70  0.078
H18 -0.28 -8.97 -1.09  0.126
H19 0.32 -8.21 0.39  0.122
C18 0.02 10.50 -1.55  -0.057
C19 -1.24 10.20 -2.34  -0.185
O7 -1.34 8.80 -2.68  0.038
C20 -1.73 7.99 -1.72  -0.410
O8 -2.04 8.27 -0.60  0.173
C21 -1.77 6.55 -2.25  -0.549
F7 -0.63 6.22 -2.87  0.165
F8 -2.78 6.40 -3.11  0.178
F9 -1.95 5.70 -1.24  0.155
H20 0.90 10.18 -2.10  0.085
H21 0.09 11.57 -1.37  0.085
H22 0.01 9.99 -0.59  0.078
H23 -1.23 10.72 -3.30  0.126
H24 -2.14 10.50 -1.80  0.127

## Properties
* total charge: 0
* orbital gap: 7.57 eV



Entry from OMol25: a 12-piece molecular cluster, H24O12 overall in a non-equilibrium geometry (ωB97M-V with the def2-TZVPD basis set).

Last column: Löwdin charge in e.
Positions of all 36 atoms, in Å:
O1 1.30 -1.26 2.17  -0.009
H1 0.68 -1.62 1.59  -0.048
H2 0.87 -1.24 3.00  0.059
O2 2.78 0.56 0.77  -0.056
H3 3.50 0.67 1.39  0.071
H4 2.31 -0.11 1.30  0.009
O3 0.56 2.11 1.35  -0.085
H5 0.51 2.64 0.53  0.028
H6 1.46 1.69 1.29  0.046
O4 -0.38 -3.05 0.93  -0.038
H7 -1.00 -2.87 0.22  0.007
H8 0.05 -3.90 0.76  0.064
O5 -0.66 0.04 0.37  -0.063
H9 0.01 -0.46 -0.08  -0.033
H10 -0.19 0.82 0.72  -0.023
O6 0.38 -1.82 -3.72  -0.040
H11 0.53 -1.56 -2.81  -0.026
H12 1.01 -1.31 -4.21  0.028
O7 -0.44 3.26 -0.85  -0.035
H13 -0.67 2.66 -1.53  -0.018
H14 0.01 4.03 -1.21  0.078
O8 1.35 -1.06 -1.06  -0.019
H15 1.98 -0.45 -0.73  0.006
H16 1.85 -1.87 -0.92  0.096
O9 -1.81 -3.09 -1.59  0.003
H17 -1.57 -4.01 -1.54  0.047
H18 -1.03 -2.63 -1.79  -0.012
O10 -2.57 2.77 1.16  -0.043
H19 -1.75 3.12 0.84  -0.024
H20 -2.94 2.30 0.39  0.055
O11 -0.99 0.93 3.43  -0.088
H21 -0.94 1.62 2.75  -0.014
H22 -1.61 0.25 3.05  0.057
O12 -1.17 1.14 -2.19  -0.040
H23 -1.19 0.74 -1.31  0.012
H24 -0.26 0.96 -2.43  0.044

## Properties
* total charge: 0
* structure (SMILES): O.O.O.O.O.O.O.O.O.O.O.O
* energy relative to the best compared isomer or geometry (same formula, charge and spin): 26.5 kcal per mole
* orbital gap: 10.05 eV



Entry from OMol25: one molecule with the formula C4H4N2 in a non-equilibrium geometry (ωB97M-V with the def2-TZVPD basis set).

Last column: Löwdin charge in e.
Positions of all 10 atoms, in Å:
C1 -1.07 0.20 0.77  -0.165
C2 -0.93 0.81 -0.47  -0.133
N1 0.00 0.38 -1.32  0.051
C3 0.90 -0.18 -0.86  -0.253
C4 0.87 -0.77 0.48  -0.118
N2 -0.22 -0.70 1.24  0.045
H1 -1.95 0.27 1.54  0.136
H2 -1.42 1.83 -0.77  0.146
H3 1.94 -0.43 -1.40  0.144
H4 1.87 -1.41 0.79  0.147

## Properties
* total charge: 0
* structure (SMILES): c1cnccn1
* energy relative to the best compared isomer or geometry (same formula, charge and spin): 56.1 kcal per mole
* orbital gap: 9.75 eV



> Number 3 is which compound?

C21H24F9N2O8PS2